Density functional theory data (wB97M-V/def2-TZVPD) for a 10-piece molecular cluster, C41H109N13O15 overall at a distorted geometry.

Geometry as ORCA input:
```
! wB97M-V def2-TZVPD RIJCOSX def2/J DEFGRID3
* xyz 0 1
C 3.057 -0.488 -3.286
O 3.643 -1.738 -3.532
C 4.306 -1.823 -4.782
C 4.472 -3.288 -5.122
C 5.204 -4.107 -4.058
N 5.260 -3.376 -6.380
H 3.781 0.315 -3.444
H 2.747 -0.523 -2.236
H 2.097 -0.313 -3.791
H 3.742 -1.297 -5.557
H 5.307 -1.370 -4.767
H 3.513 -3.756 -5.351
H 6.140 -3.671 -3.716
H 5.323 -5.123 -4.435
H 4.491 -4.238 -3.235
H 6.109 -2.832 -6.278
H 5.509 -4.334 -6.572
C -4.476 3.443 3.835
O -4.478 2.153 3.250
C -5.087 2.144 1.950
C -4.099 2.677 0.923
C -4.611 2.770 -0.524
N -2.891 1.830 0.980
H -3.480 3.889 3.915
H -4.798 3.414 4.878
H -5.089 4.167 3.297
H -5.374 1.115 1.724
H -6.021 2.702 2.080
H -3.791 3.691 1.192
H -5.500 3.400 -0.521
H -4.817 1.751 -0.854
H -3.828 3.234 -1.120
H -3.132 0.888 0.693
H -2.522 1.856 1.931
C 1.887 -5.797 1.112
O 0.849 -6.243 1.954
C -0.132 -7.104 1.400
C -0.849 -6.460 0.249
N -1.376 -5.180 0.715
C -1.804 -4.287 -0.340
C -2.033 -2.913 0.272
O -0.763 -2.494 0.758
C -0.755 -1.081 0.930
H 1.543 -5.159 0.297
H 2.445 -6.642 0.687
H 2.626 -5.300 1.738
H -0.845 -7.376 2.181
H 0.346 -8.067 1.178
H -1.695 -7.051 -0.112
H -0.145 -6.386 -0.593
H -0.738 -4.744 1.365
H -2.674 -4.675 -0.877
H -1.086 -4.109 -1.158
H -2.774 -2.995 1.074
H -2.449 -2.279 -0.515
H 0.236 -0.742 1.221
H -1.499 -0.870 1.709
H -1.087 -0.516 0.052
C -0.448 -1.060 -2.236
O -1.854 -0.938 -2.275
C -2.361 -0.847 -3.581
C -3.815 -0.309 -3.669
N -4.691 -0.908 -2.652
C -4.706 -2.352 -2.777
C -5.668 -2.992 -1.767
O -5.017 -3.014 -0.531
C -5.780 -3.690 0.457
H 0.096 -0.220 -2.673
H -0.087 -1.945 -2.778
H -0.219 -1.273 -1.195
H -2.175 -1.718 -4.217
H -1.812 -0.022 -4.065
H -4.295 -0.523 -4.623
H -3.789 0.768 -3.502
H -4.353 -0.645 -1.734
H -3.744 -2.822 -2.512
H -4.840 -2.663 -3.814
H -5.944 -3.988 -2.140
H -6.603 -2.419 -1.824
H -5.890 -4.756 0.249
H -6.730 -3.228 0.731
H -5.152 -3.601 1.348
C -1.836 3.222 -6.152
O -2.022 3.759 -4.867
C -1.158 3.236 -3.873
C 0.242 3.811 -3.940
N 0.273 5.226 -3.474
C 1.494 5.834 -4.014
C 1.513 7.311 -3.673
O 0.455 7.907 -4.453
C -0.178 8.984 -3.800
H -0.777 3.216 -6.436
H -2.342 3.830 -6.899
H -2.190 2.185 -6.169
H -1.198 2.139 -3.902
H -1.578 3.443 -2.885
H 0.625 3.719 -4.963
H 0.901 3.292 -3.235
H -0.576 5.541 -3.942
H 1.515 5.764 -5.108
H 2.390 5.350 -3.626
H 2.446 7.724 -4.066
H 1.432 7.520 -2.607
H -1.129 9.176 -4.300
H 0.437 9.887 -3.846
H -0.447 8.736 -2.769
C 4.160 -3.277 -0.652
O 3.610 -2.976 0.606
C 3.059 -1.671 0.686
C 2.851 -1.383 2.140
N 4.061 -1.351 2.959
C 3.688 -0.987 4.351
C 4.909 -1.093 5.255
O 5.238 -2.455 5.384
C 6.240 -2.679 6.383
H 3.465 -2.992 -1.447
H 4.374 -4.339 -0.761
H 5.077 -2.710 -0.848
H 2.078 -1.610 0.205
H 3.766 -0.947 0.267
H 2.211 -2.182 2.545
H 2.371 -0.413 2.268
H 4.436 -2.292 3.034
H 2.920 -1.673 4.730
H 3.249 0.012 4.338
H 4.566 -0.654 6.203
H 5.802 -0.564 4.909
H 5.695 -2.589 7.324
H 7.067 -1.970 6.318
H 6.643 -3.678 6.239
C -0.779 2.853 3.522
O -1.284 1.530 3.375
C -0.916 0.635 4.407
C -1.728 0.863 5.695
N -3.149 0.691 5.482
C -3.568 -0.718 5.382
C -5.104 -0.810 5.428
O -5.566 -2.106 5.156
C -5.631 -2.436 3.777
H 0.281 2.797 3.791
H -1.280 3.327 4.372
H -0.899 3.502 2.657
H 0.161 0.697 4.604
H -1.135 -0.374 4.065
H -1.524 1.863 6.094
H -1.338 0.243 6.505
H -3.503 1.187 4.669
H -3.050 -1.274 6.165
H -3.158 -1.102 4.437
H -5.510 -0.022 4.786
H -5.358 -0.541 6.454
H -5.883 -1.590 3.134
H -6.359 -3.245 3.714
H -4.669 -2.884 3.505
N 0.945 1.321 1.096
C 0.841 1.603 -0.230
N -0.448 1.708 -0.640
O 1.805 1.737 -0.998
H 0.106 1.254 1.647
H 1.856 1.461 1.505
H -1.125 1.978 0.072
H -0.659 1.951 -1.591
N 3.559 4.315 -1.141
C 4.316 4.025 -2.211
N 4.013 2.941 -2.955
O 5.303 4.729 -2.490
H 2.950 3.607 -0.757
H 3.956 5.058 -0.596
H 4.699 2.638 -3.617
H 3.218 2.370 -2.707
N 4.885 3.666 2.232
C 4.233 2.615 2.756
N 4.915 1.440 2.777
O 3.026 2.665 3.058
H 4.494 4.579 2.123
H 5.804 3.430 1.902
H 4.459 0.534 2.854
H 5.916 1.417 2.694
*
```

Calculated values
strongest force on any atom	2.60	eV/Å
SMILES	COC[C@H](C)N.COC[C@H](C)N.COCCNCCOC.COCCNCCOC.COCCNCCOC.COCCNCCOC.COCCNCCOC.NC(N)=O.NC(N)=O.NC(N)=O
calculated total energy	-3467.8070	hartree
gap between HOMO and LUMO	9.0	eV
M	1024.40	g/mol